Below is a structure of composition C3H9NO6P2, with properties calculated with ωB97M-V/def2-TZVPD.

Values from the calculation:
Relative energy (zero: lowest compared OMol25 entry of this formula, charge and spin) in kJ/mol: 643.8
Total energy in eV: -35607.9951
Net charge: -2
Max |F| in eV/Å: 4.20

Last column: natural (NBO) charge in e.
Atoms and positions in Å:
1 C 5.622 -2.270 -1.489  -0.462
2 C -11.261 0.725 -0.439  -0.231
3 C 7.155 0.779 -1.363  -0.742
4 N 6.500 -1.570 -0.604  -0.826
5 O 8.680 2.017 0.557  -1.113
6 O 6.130 2.176 0.636  -1.011
7 O 7.209 0.015 1.196  -1.081
8 O -11.936 0.342 0.715  -0.443
9 O -11.748 1.609 1.522  -0.743
10 O 4.518 -0.220 0.557  -1.173
11 P 5.823 -0.980 0.806  1.598
12 P 7.427 1.323 0.292  2.329
13 H 5.953 -1.753 -2.443  0.204
14 H 5.834 -3.344 -1.533  0.173
15 H 4.542 -2.203 -1.211  0.184
16 H -11.695 0.023 -1.235  0.103
17 H -10.235 0.394 -0.405  0.132
18 H -11.480 1.733 -0.612  0.182
19 H 6.224 1.086 -1.766  0.199
20 H 7.895 0.433 -2.073  0.203
21 H 5.420 1.572 0.732  0.519

Cartesian forces (eV/Å) of the 3 atoms listed first:
0.0 0.6 -0.6
-1.5 -3.9 -0.5
0.3 -0.3 0.0

Below is a cluster of 2 separate species, CHNO3P in total, with properties calculated with ωB97M-V/def2-TZVPD.

Values from the calculation:
Relative energy (zero: lowest compared OMol25 entry of this formula, charge and spin) in kJ/mol: 66.5
Total energy in eV: -17976.8168
Net charge: -1
Max |F| in eV/Å: 3.72

Last column: natural (NBO) charge in e.
Atoms and positions in Å:
1 C -3.262 0.063 -0.013  0.992
2 N -0.263 0.304 -0.467  -1.311
3 O -3.175 0.891 -0.821  -0.530
4 O -3.613 -0.586 0.883  -0.563
5 O -0.046 -2.164 0.430  -1.151
6 P -0.979 -1.155 -0.211  1.229
7 H 0.751 0.300 -0.167  0.334

Cartesian forces (eV/Å) of the 3 atoms listed first:
-0.6 0.8 0.1
-0.2 -1.6 0.4
0.1 0.0 -0.6

Below is a cluster of 3 separate species, C21H23F9NO5 in total, with properties calculated with ωB97M-V/def2-TZVPD.

Values from the calculation:
Total energy in eV: -58329.6717
Net charge: +1
Max |F| in eV/Å: 1.40

Last column: natural (NBO) charge in e.
Atoms and positions in Å:
1 F -1.625 0.441 0.979  -0.310
2 C -2.760 0.625 0.300  0.961
3 F -3.332 -0.530 -0.068  -0.319
4 F -3.631 1.213 1.161  -0.328
5 C -2.556 1.575 -0.914  -0.150
6 O -1.176 1.748 -1.181  -0.529
7 C -0.883 2.948 -1.874  -0.060
8 C -0.335 2.655 -3.299  -0.463
9 C 1.155 2.347 -3.321  0.034
10 C 1.546 1.103 -3.709  0.014
11 N 2.872 0.778 -3.783  -0.422
12 C 3.861 1.598 -3.481  0.157
13 C 3.544 2.899 -3.075  -0.116
14 C 4.589 3.813 -2.765  -0.138
15 C 4.286 5.090 -2.409  -0.186
16 C 2.916 5.473 -2.320  -0.119
17 C 1.878 4.619 -2.581  -0.211
18 C 2.186 3.300 -2.988  0.014
19 H -3.076 2.508 -0.648  0.208
20 H -3.015 1.115 -1.806  0.199
21 H -0.152 3.521 -1.285  0.190
22 H -1.785 3.566 -1.998  0.193
23 H -0.594 3.444 -4.023  0.246
24 H -0.850 1.747 -3.647  0.235
25 H 0.814 0.349 -3.993  0.243
26 H 3.099 -0.158 -4.106  0.445
27 H 4.883 1.239 -3.597  0.248
28 H 5.635 3.508 -2.808  0.237
29 H 5.074 5.811 -2.198  0.248
30 H 2.676 6.499 -2.036  0.240
31 H 0.858 4.979 -2.467  0.238
32 C -3.164 -3.288 2.038  -0.638
33 C -4.152 -3.619 0.940  -0.080
34 O -3.657 -4.682 0.107  -0.483
35 C -3.825 -5.918 0.577  0.689
36 O -4.342 -6.202 1.615  -0.527
37 C -3.294 -6.938 -0.439  0.898
38 F -2.096 -6.580 -0.927  -0.313
39 F -4.130 -7.056 -1.481  -0.308
40 F -3.157 -8.145 0.102  -0.296
41 H -2.184 -3.061 1.613  0.206
42 H -3.507 -2.429 2.616  0.222
43 H -3.033 -4.130 2.717  0.231
44 H -4.285 -2.757 0.291  0.196
45 H -5.132 -3.873 1.345  0.204
46 C -0.261 -0.288 3.732  -0.640
47 C 0.940 -0.860 3.010  -0.078
48 O 2.161 -0.539 3.697  -0.484
49 C 2.468 -1.317 4.735  0.689
50 O 1.817 -2.239 5.126  -0.527
51 C 3.814 -0.886 5.331  0.898
52 F 3.896 0.445 5.466  -0.309
53 F 4.831 -1.271 4.543  -0.311
54 F 4.013 -1.421 6.532  -0.294
55 H -0.143 0.786 3.881  0.214
56 H -1.170 -0.468 3.161  0.224
57 H -0.379 -0.737 4.719  0.229
58 H 1.022 -0.414 2.019  0.187
59 H 0.850 -1.938 2.873  0.201

Cartesian forces (eV/Å) of the 3 atoms listed first:
-0.3 -0.6 -0.3
-0.5 1.3 -0.1
0.7 -0.1 0.2